{
  "formula": "C57H50BO22P",
  "method": "wB97M-V/def2-TZVPD",
  "species": ["C", "C", "C", "C", "C", "C", "P", "O", "O", "O", "C", "O", "O", "C", "B", "C", "O", "H", "H", "H", "H", "H", "H", "H", "H", "H", "H", "H", "H", "H", "H", "H", "H", "H", "H", "O", "C", "C", "C", "C", "O", "C", "C", "H", "H", "H", "H", "O", "C", "C", "C", "C", "O", "C", "C", "H", "H", "H", "H", "O", "C", "C", "C", "C", "O", "C", "C", "H", "H", "H", "H", "O", "C", "C", "C", "C", "O", "C", "C", "H", "H", "H", "H", "O", "C", "C", "C", "C", "O", "C", "C", "H", "H", "H", "H", "O", "C", "C", "C", "C", "O", "C", "C", "H", "H", "H", "H", "O", "C", "C", "C", "C", "O", "C", "C", "H", "H", "H", "H", "O", "C", "C", "C", "C", "O", "C", "C", "H", "H", "H", "H"],
  "xyz": [[1.088, 2.104, 2.466], [1.790, 1.500, 1.237], [0.798, 1.477, 0.084], [1.358, 1.520, -1.335], [2.520, 2.471, -1.443], [1.645, 0.197, -2.024], [0.089, -0.785, -2.155], [0.222, -1.454, -3.615], [-1.075, 0.333, -2.295], [2.196, 0.566, -3.321], [3.474, 0.286, -3.404], [4.213, 0.679, -4.242], [3.823, -0.567, -2.421], [2.738, -0.730, -1.508], [2.416, -2.307, -1.430], [2.353, -3.231, -2.667], [2.215, -2.927, -0.231], [1.730, 2.747, 3.010], [0.749, 1.287, 3.071], [0.250, 2.702, 2.174], [2.654, 2.094, 1.023], [2.086, 0.504, 1.506], [0.182, 2.345, 0.194], [0.140, 0.643, 0.222], [0.575, 1.928, -1.941], [3.409, 2.052, -1.024], [2.676, 2.752, -2.461], [2.277, 3.345, -0.874], [-0.595, -1.928, -3.760], [-1.598, 0.207, -1.504], [3.073, -0.395, -0.543], [2.746, -4.191, -2.391], [1.341, -3.408, -2.959], [2.893, -2.875, -3.518], [1.654, -2.396, 0.340], [3.839, 3.422, 2.211], [4.827, 3.315, 2.910], [4.718, 2.945, 4.340], [5.797, 2.838, 5.106], [7.156, 3.073, 4.559], [8.141, 2.953, 5.258], [7.270, 3.447, 3.124], [6.183, 3.562, 2.364], [3.720, 2.767, 4.717], [5.740, 2.563, 6.151], [8.273, 3.610, 2.738], [6.235, 3.832, 1.316], [-4.334, 1.212, 5.852], [-3.826, 0.759, 4.851], [-2.832, -0.344, 4.923], [-2.276, -0.841, 3.822], [-2.626, -0.315, 2.479], [-2.114, -0.775, 1.479], [-3.616, 0.787, 2.407], [-4.174, 1.286, 3.505], [-2.593, -0.713, 5.912], [-1.549, -1.644, 3.848], [-3.854, 1.160, 1.419], [-4.892, 2.088, 3.475], [4.718, -2.710, 3.734], [5.333, -3.432, 2.983], [4.759, -3.843, 1.683], [5.423, -4.650, 0.862], [6.772, -5.168, 1.211], [7.380, -5.899, 0.462], [7.348, -4.751, 2.516], [6.682, -3.947, 3.339], [3.778, -3.454, 1.443], [5.021, -4.966, -0.093], [8.331, -5.139, 2.752], [7.082, -3.633, 4.296], [-10.641, 0.509, 0.913], [-9.610, 1.095, 1.160], [-8.430, 0.995, 0.259], [-7.304, 1.643, 0.540], [-7.178, 2.490, 1.751], [-6.146, 3.080, 2.003], [-8.355, 2.590, 2.649], [-9.484, 1.943, 2.375], [-8.533, 0.377, -0.626], [-6.430, 1.586, -0.097], [-8.239, 3.212, 3.527], [-10.356, 2.000, 3.014], [-8.870, 0.427, -2.750], [-9.957, 0.735, -3.209], [-10.964, 1.479, -2.415], [-12.142, 1.807, -2.935], [-12.498, 1.443, -4.332], [-13.570, 1.743, -4.804], [-11.486, 0.697, -5.123], [-10.307, 0.371, -4.604], [-10.692, 1.734, -1.403], [-12.893, 2.348, -2.375], [-11.762, 0.440, -6.137], [-9.561, -0.171, -5.167], [-4.640, 4.199, -5.661], [-5.648, 3.624, -6.004], [-6.365, 2.706, -5.081], [-7.472, 2.075, -5.458], [-8.039, 2.258, -6.819], [-9.050, 1.683, -7.167], [-7.323, 3.175, -7.743], [-6.217, 3.808, -7.365], [-5.936, 2.586, -4.094], [-7.996, 1.405, -4.800], [-7.753, 3.294, -8.729], [-5.679, 4.480, -8.021], [1.158, -4.959, 2.652], [1.039, -5.949, 1.962], [0.735, -7.274, 2.562], [0.605, -8.358, 1.804], [0.758, -8.291, 0.326], [0.637, -9.280, -0.361], [1.063, -6.965, -0.270], [1.193, -5.879, 0.487], [0.627, -7.300, 3.639], [0.385, -9.334, 2.218], [1.171, -6.938, -1.347], [1.414, -4.902, 0.077], [10.227, 3.421, 2.143], [10.998, 2.577, 1.736], [10.592, 1.602, 0.693], [11.437, 0.675, 0.252], [12.822, 0.579, 0.783], [13.592, -0.262, 0.380], [13.225, 1.557, 1.828], [12.379, 2.482, 2.269], [9.580, 1.690, 0.320], [11.163, -0.046, -0.507], [14.236, 1.468, 2.202], [12.649, 3.204, 3.029]],
  "total_charge": 0,
  "smiles": "CCC[C@@H](C)[C@@]1(P(O)O)OC(=O)O[C@@H]1B(C)O.O=C1C=CC(=O)C=C1.O=C1C=CC(=O)C=C1.O=C1C=CC(=O)C=C1.O=C1C=CC(=O)C=C1.O=C1C=CC(=O)C=C1.O=C1C=CC(=O)C=C1.O=C1C=CC(=O)C=C1.O=C1C=CC(=O)C=C1",
  "gap_ev": 7.12,
  "max_force_ev_per_a": 1.79,
  "homo_energy_ev": -9.0,
  "lumo_energy_ev": -1.92
}

=====

{
  "formula": "C57H50BaClFI4N4O2Sb2",
  "method": "wB97M-V/def2-TZVPD",
  "species": ["Ba", "I", "C", "C", "C", "C", "C", "C", "C", "C", "C", "C", "C", "C", "C", "C", "C", "C", "I", "C", "C", "C", "N", "C", "C", "C", "C", "C", "C", "I", "C", "C", "C", "C", "C", "C", "N", "C", "C", "C", "C", "C", "N", "C", "C", "C", "C", "I", "C", "C", "C", "C", "N", "H", "H", "H", "H", "H", "H", "H", "H", "H", "H", "H", "H", "H", "H", "H", "H", "H", "H", "H", "H", "H", "H", "H", "H", "C", "Sb", "C", "C", "C", "C", "C", "C", "C", "C", "C", "Sb", "C", "C", "H", "H", "H", "H", "H", "H", "H", "H", "H", "H", "H", "H", "H", "H", "H", "H", "H", "H", "H", "H", "O", "H", "H", "C", "O", "H", "H", "H", "H", "Cl", "F"],
  "xyz": [[0.451, 0.338, 0.313], [7.475, 1.947, -6.885], [6.039, 1.745, -5.349], [5.909, 2.751, -4.407], [4.966, 2.608, -3.401], [4.159, 1.473, -3.320], [4.308, 0.485, -4.291], [5.247, 0.612, -5.306], [3.196, 1.334, -2.193], [3.542, 0.419, -1.184], [4.737, -0.407, -1.163], [4.753, -1.028, 0.041], [3.577, -0.566, 0.758], [3.311, -0.852, 2.106], [4.236, -1.818, 2.761], [5.225, -1.384, 3.640], [6.104, -2.284, 4.227], [5.978, -3.629, 3.926], [7.311, -5.008, 4.818], [4.997, -4.091, 3.068], [4.124, -3.180, 2.489], [2.308, -0.287, 2.909], [1.380, 0.618, 2.521], [0.619, 0.895, 3.601], [-0.519, 1.720, 3.608], [-1.246, 1.877, 4.893], [-2.543, 1.388, 5.041], [-3.233, 1.537, 6.237], [-2.615, 2.184, 7.292], [-3.650, 2.422, 9.118], [-1.327, 2.679, 7.179], [-0.651, 2.520, 5.979], [-1.024, 2.419, 2.501], [-2.086, 3.407, 2.560], [-2.171, 3.951, 1.323], [-1.159, 3.296, 0.511], [-0.508, 2.371, 1.252], [-0.822, 3.681, -0.800], [0.282, 3.244, -1.553], [0.653, 3.791, -2.851], [1.781, 3.150, -3.228], [2.091, 2.200, -2.172], [1.163, 2.284, -1.191], [-1.720, 4.691, -1.424], [-1.303, 6.000, -1.652], [-2.154, 6.938, -2.219], [-3.438, 6.550, -2.561], [-4.741, 7.969, -3.438], [-3.885, 5.259, -2.346], [-3.023, 4.335, -1.772], [1.082, 0.130, 4.750], [2.129, -0.611, 4.314], [2.865, 0.276, -0.023], [6.539, 3.630, -4.448], [4.853, 3.384, -2.654], [3.675, -0.393, -4.248], [5.354, -0.164, -6.052], [5.467, -0.490, -1.953], [5.495, -1.711, 0.423], [5.308, -0.328, 3.867], [6.875, -1.937, 4.902], [4.908, -5.148, 2.852], [3.323, -3.511, 1.836], [-3.008, 0.869, 4.211], [-4.237, 1.147, 6.337], [-0.855, 3.188, 8.009], [0.355, 2.906, 5.870], [-2.662, 3.668, 3.434], [-2.830, 4.742, 1.002], [0.118, 4.555, -3.391], [2.349, 3.292, -4.135], [-0.298, 6.291, -1.369], [-1.816, 7.953, -2.378], [-4.890, 4.969, -2.622], [-3.354, 3.316, -1.591], [0.645, 0.143, 5.737], [2.717, -1.322, 4.873], [0.785, -4.527, -3.066], [-0.246, -2.768, -2.243], [0.385, -1.622, -3.986], [-2.132, -3.371, -3.248], [-2.916, -4.353, -2.457], [-2.708, -5.717, -2.675], [-3.397, -6.692, -1.973], [-4.342, -6.308, -1.033], [-4.565, -4.961, -0.806], [-3.859, -3.959, -1.479], [-4.115, -2.539, -1.136], [-2.722, -1.726, 0.414], [-4.330, -0.478, 1.179], [-3.230, -3.344, 1.767], [0.527, -5.418, -2.491], [1.863, -4.370, -2.997], [0.509, -4.679, -4.112], [-0.045, -2.025, -4.905], [1.475, -1.675, -4.040], [0.093, -0.580, -3.854], [-1.830, -3.795, -4.206], [-2.680, -2.445, -3.428], [-1.977, -6.011, -3.421], [-3.204, -7.742, -2.162], [-4.903, -7.054, -0.482], [-5.312, -4.662, -0.078], [-5.106, -2.411, -0.700], [-4.014, -1.863, -1.985], [-4.680, 0.158, 0.366], [-5.149, -1.097, 1.552], [-3.955, 0.153, 1.987], [-4.311, -3.496, 1.775], [-2.886, -3.087, 2.765], [-2.738, -4.261, 1.441], [-1.205, -1.255, 2.911], [-0.619, -1.856, 2.386], [-0.741, -1.178, 3.753], [-3.143, 0.727, -3.089], [-3.184, 0.810, -1.681], [-2.425, -0.029, -3.424], [-2.858, 1.684, -3.548], [-4.140, 0.457, -3.446], [-2.257, 0.691, -1.379], [0.736, -2.789, 1.126], [-0.657, 0.064, -1.413]],
  "total_charge": -2,
  "e_above_lowest_kcal_mol": 0.0,
  "gap_ev": 5.14,
  "max_force_ev_per_a": 5.67,
  "homo_energy_ev": -2.2,
  "lumo_energy_ev": 2.89
}